1.
An isolated molecule of C3H5NO2S. Source: the Open Molecules 2025 dataset; level of theory: the ωB97M-V functional and the def2-TZVPD basis.

As for the spin multiplicity: 1. Its SMILES is COC(=O)C(N)=S. Its HOMO-LUMO gap is 8.47 eV.

CARTESIAN COORDINATES (ANGSTROEM)
1 C -2.76394 -0.62302 -0.07453
2 O -1.35316 -0.73870 0.08088
3 C -0.61485 0.36020 0.05599
4 O -1.03300 1.51074 -0.03115
5 C 0.97235 0.24392 0.07131
6 N 1.53132 1.45694 0.01142
7 S 1.80538 -1.13730 -0.02725
8 H -3.19991 0.05148 -0.79093
9 H -3.14945 -0.21592 0.86243
10 H -3.03946 -1.66720 -0.19841
11 H 2.51013 1.57770 -0.23104
12 H 0.80128 2.18930 -0.00052

2.
An isolated molecule of C3H5NO2S. Source: the Open Molecules 2025 dataset; level of theory: the ωB97M-V functional and the def2-TZVPD basis.

As for the spin multiplicity: 1. Its SMILES is CO/C=N/SC=O. Its HOMO-LUMO gap is 9.15 eV.

CARTESIAN COORDINATES (ANGSTROEM)
1 C 2.21551 -0.60062 0.06601
2 O 0.92115 -1.24438 -0.28673
3 C -0.08766 -0.48583 -0.43530
4 N 0.03139 0.84392 -0.52930
5 S -1.38275 1.79599 -0.60126
6 C -2.49937 0.71241 0.33907
7 O -2.16676 -0.19366 1.11224
8 H 3.00114 -1.21459 0.13350
9 H 2.19679 -0.06247 1.00934
10 H 2.30072 0.24286 -0.70349
11 H -0.97013 -0.96125 -0.72065
12 H -3.56005 1.16762 0.61658

3.
An isolated molecule of C3H5NO2S. Source: the Open Molecules 2025 dataset; level of theory: the ωB97M-V functional and the def2-TZVPD basis.

As for the spin multiplicity: 1. Its SMILES is CO/C(C=S)=N\O. Its HOMO-LUMO gap is 8.12 eV.

CARTESIAN COORDINATES (ANGSTROEM)
1 C 1.61503 -0.79153 0.06907
2 O 0.23185 -0.94471 -0.15178
3 C -0.69114 0.05483 -0.10407
4 C -2.05629 -0.53988 -0.08662
5 S -3.48986 0.18022 -0.00797
6 N -0.64984 1.30400 0.03723
7 O 0.64299 1.84129 -0.12834
8 H 1.96468 -1.76213 0.41810
9 H 1.77108 -0.00303 0.88697
10 H 2.07648 -0.54854 -0.91018
11 H -1.96497 -1.62117 -0.08927
12 H 0.54999 2.83064 0.06686

4.
A cluster of 2 separate species, C3H5NO2S in total. Source: the Open Molecules 2025 dataset; level of theory: the ωB97M-V functional and the def2-TZVPD basis.

As for the spin multiplicity: 1. Its HOMO-LUMO gap is 8.45 eV.

CARTESIAN COORDINATES (ANGSTROEM)
1 C 0.78943 -0.96910 -1.48160
2 C -0.55507 -0.33210 -1.07933
3 C -0.31016 1.15588 1.90531
4 H 1.47802 -1.38930 -0.24748
5 H -0.47936 0.70499 -1.18702
6 H -1.41957 -0.81425 -1.57123
7 H 0.76230 -0.38308 1.16299
8 H -1.24408 1.79573 1.54061
9 N 0.08956 0.27155 0.91667
10 O -0.95302 -0.53612 0.30996
11 O 0.40108 1.59123 2.73808
12 S 1.44085 -1.09543 -3.00696

5.
An isolated molecule of C3H5NO2S. Source: the Open Molecules 2025 dataset; level of theory: the ωB97M-V functional and the def2-TZVPD basis.

As for the spin multiplicity: 1. Its SMILES is O=C1CSCN1O. Its HOMO-LUMO gap is 9.51 eV.

CARTESIAN COORDINATES (ANGSTROEM)
1 O 1.91456 1.30234 -1.31685
2 C 1.04988 0.61798 -0.80261
3 C 0.21663 -0.41927 -1.54666
4 S -0.40569 -1.70804 -0.40540
5 C -0.67623 -0.45811 0.82629
6 N 0.76270 0.58239 0.53623
7 O 0.95911 1.63631 1.31371
8 H -0.54488 0.29019 -2.08717
9 H 0.77744 -1.03244 -2.36459
10 H -0.60116 -0.92720 1.92955
11 H -1.54247 0.30686 0.77014
12 H 0.94029 1.33317 2.21585

6.
A structure of composition C3H5NO2S2. Source: the Open Molecules 2025 dataset; level of theory: the ωB97M-V functional and the def2-TZVPD basis.

As for the spin multiplicity: 1. Its HOMO-LUMO gap is 8.06 eV.

CARTESIAN COORDINATES (ANGSTROEM)
1 C 2.34176 1.36155 -0.14402
2 C -0.16659 0.43430 -0.15570
3 C -1.37425 -0.56608 -0.22847
4 H 3.64126 1.56314 -0.48236
5 H 1.76835 1.83070 -0.98783
6 H 2.20455 2.03066 0.62376
7 H -0.19880 -2.34665 0.59064
8 H -2.94299 -1.91908 0.15322
9 N -1.26671 -1.64574 0.48875
10 O -0.33683 1.61912 -0.39766
11 O -2.35758 -2.35493 0.82122
12 S 1.54673 -0.34066 0.15141
13 S -2.85889 0.33367 -0.43297

7.
A cluster of 2 separate species, C3H5NO2S2 in total. Source: the Open Molecules 2025 dataset; level of theory: the ωB97M-V functional and the def2-TZVPD basis.

As for the spin multiplicity: 1. Its HOMO-LUMO gap is 8.28 eV.

CARTESIAN COORDINATES (ANGSTROEM)
1 C -0.53731 -1.43853 -2.23720
2 C 0.46739 0.04477 -0.34029
3 C 0.41688 2.17545 1.88629
4 H -0.18839 -2.18822 -1.35978
5 H -0.62882 -2.20364 -3.29914
6 H -1.48643 -1.05708 -1.83743
7 H 0.61825 3.20807 2.47430
8 H 0.14907 0.24072 2.08610
9 N -0.00742 -1.02551 0.21734
10 O -0.54104 1.53219 2.42218
11 O -0.00774 -0.99341 1.63780
12 S 0.38580 0.20163 -2.20924
13 S 1.35976 1.50356 0.55906

8.
An isolated molecule of C3H5NO3. Source: the Open Molecules 2025 dataset; level of theory: the ωB97M-V functional and the def2-TZVPD basis.

As for the spin multiplicity: 1. Its HOMO-LUMO gap is 11.15 eV.

CARTESIAN COORDINATES (ANGSTROEM)
1 N -1.59504 -0.81466 -0.01413
2 C -0.32260 -0.30775 -0.05011
3 O 0.76161 -0.94655 0.69122
4 C -0.01096 1.17679 0.23666
5 O 1.40506 1.09229 0.00881
6 C 1.48024 -0.27796 -0.32188
7 O 0.44696 -0.48364 -1.26655
8 H -2.28832 -0.35080 0.54894
9 H -1.66444 -1.82044 -0.05657
10 H -0.48846 1.84166 -0.48731
11 H -0.21477 1.49402 1.26311
12 H 2.49072 -0.60296 -0.55220

9.
An isolated molecule of C3H5NO3. Source: the Open Molecules 2025 dataset; level of theory: the ωB97M-V functional and the def2-TZVPD basis.

As for the spin multiplicity: 1. Its SMILES is NC(=O)COC=O. Its HOMO-LUMO gap is 10.86 eV.

CARTESIAN COORDINATES (ANGSTROEM)
1 N 0.95852 0.85134 0.59268
2 C 0.98134 -0.46067 0.16536
3 O 1.93996 -0.98580 -0.34669
4 C -0.40282 -1.14255 0.30741
5 O -1.38331 -0.10209 0.18211
6 C -1.11662 0.69514 -0.88642
7 O -0.48427 0.35524 -1.84708
8 H 1.71890 1.46276 0.32543
9 H 0.38196 1.13173 1.37303
10 H -0.54195 -1.91800 -0.45466
11 H -0.53684 -1.59481 1.29785
12 H -1.51488 1.70772 -0.70904

10.
An isolated molecule of C3H5NO3. Source: the Open Molecules 2025 dataset; level of theory: the ωB97M-V functional and the def2-TZVPD basis.

As for the spin multiplicity: 1. Its HOMO-LUMO gap is 7.70 eV.

CARTESIAN COORDINATES (ANGSTROEM)
1 C 1.09963 -0.24307 -1.26647
2 C -1.04858 0.24298 0.56550
3 C 0.50685 0.14463 0.04400
4 O -0.31762 1.33585 0.13208
5 O -2.22867 0.14414 -0.05993
6 N 0.95498 -0.27119 1.25250
7 O -0.97048 -0.24028 1.79529
8 H -2.72480 -0.56350 0.37958
9 H 0.98379 0.47886 1.94791
10 H 1.35523 -1.30296 -1.25077
11 H 2.00609 0.33235 -1.47237
12 H 0.38357 -0.05781 -2.06730

In order of appearance, total energy = -19612.020 -19609.821 -19609.038 -19607.460 -19609.027 -30442.502 -30441.482 -10823.007 -10824.502 -10819.962 eV.
In order of appearance, maximum force = 1.98 6.11 2.23 4.60 5.62 6.72 4.69 0.64 0.67 3.51 eV Å⁻¹.